# 1
# C8H17NO2

A single C8H17NO2 molecule (ωB97M-V/def2-TZVPD, the OMol25 dataset).

Geometry as XYZ:
```
28
Properties=species:S:1:pos:R:3:forces:R:3
C -3.01331 -2.19392 0.78868 0.169 -0.353 -0.750
C -2.11025 -1.44542 -0.37787 -0.816 0.291 -0.254
C -2.70335 -0.02216 -1.00774 2.217 -0.342 -0.239
O -1.74049 0.96700 -0.49960 -0.311 -0.326 0.313
C -0.32341 0.47361 -0.47398 -2.537 -0.341 -0.043
C 0.38923 1.59963 0.47005 -0.602 0.502 -0.709
C 2.01294 1.66587 0.43494 -0.319 -0.019 0.735
O 2.44171 2.07619 1.81463 -0.767 -1.777 -0.871
C 2.81922 0.30471 0.07866 1.194 -0.378 0.409
N 3.83042 0.47187 -1.06861 -1.848 -0.200 -0.310
C -0.57718 -1.05028 0.16050 -0.374 -0.136 -1.033
H -3.78752 -2.92510 0.25573 1.543 1.699 1.246
H -3.59394 -1.44319 1.48783 1.326 -1.502 -1.408
H -2.28379 -2.87956 1.40689 -1.544 1.428 -1.034
H -2.12181 -2.13467 -1.32829 0.575 0.946 2.079
H -3.81543 0.27409 -0.75409 2.471 -0.536 -0.354
H -2.48458 -0.00471 -2.17992 -1.029 -0.397 2.223
H -0.08537 0.47007 -1.63792 0.456 -0.164 2.499
H -0.00594 2.65613 0.07692 0.780 -2.409 0.823
H -0.04106 1.52491 1.58011 1.113 -0.161 -2.442
H 2.31393 2.54319 -0.31043 -0.391 -1.953 1.769
H 2.27289 1.25520 2.38415 0.346 1.780 -1.202
H 2.18762 -0.64639 -0.15708 0.770 1.964 0.470
H 3.48587 0.02162 1.02730 -1.624 0.720 -1.834
H 3.45360 -0.10959 -1.85930 0.709 1.115 0.881
H 3.87244 1.46654 -1.39215 -0.178 -1.303 0.428
H -0.49389 -0.99349 1.33137 -0.369 -0.160 -2.320
H 0.10146 -1.92213 -0.25080 -0.962 2.012 0.927
```
Positions in Å, forces in eV/Å.

Values from the calculation:
HOMO-LUMO gap (eV): 10.25
Relative energy (zero: lowest compared OMol25 entry of this formula, charge and spin) (kJ/mol): 472.08

=====

# 2
# C8H17NO3S

2 unconnected molecules or ions with the total composition C8H17NO3S (ωB97M-V/def2-TZVPD, the OMol25 dataset).

Geometry as XYZ:
```
30
Properties=species:S:1:pos:R:3:forces:R:3
C -3.14888 0.96943 -1.14569 -0.343 -2.264 -4.615
C -1.93959 0.05829 -1.37403 0.703 1.133 0.250
C -3.20318 0.35549 1.07715 2.310 0.686 2.117
C -1.94262 -0.48459 0.90108 -0.700 0.521 -1.113
C -1.16433 -1.08299 1.98257 0.250 0.150 1.005
C 2.80732 -0.82912 -0.63630 0.513 0.197 2.595
C 1.24262 -0.20620 -2.67839 0.434 0.168 1.834
C 1.54683 -0.16420 -1.14135 0.368 0.619 -1.244
N 0.76680 1.36354 0.85508 -0.641 -0.208 -2.918
O 0.94750 2.46106 -1.48323 -0.924 0.762 -0.816
O -3.42246 1.38006 0.10175 -0.058 -0.615 2.701
O -1.32708 -0.43306 -0.26039 -0.576 -0.076 -1.254
S 1.73543 1.61155 -0.61327 0.062 -1.225 1.863
H -2.99931 1.84586 -1.77940 -0.009 0.136 0.119
H -4.00355 0.37451 -1.72749 0.787 1.161 1.548
H -1.22235 0.35235 -2.17797 -0.700 -0.517 1.008
H 0.02834 2.04211 0.89079 -0.262 0.434 -0.122
H -3.96943 -0.38809 1.18499 -1.326 0.205 -0.052
H -2.98563 0.89315 2.09471 -1.013 -0.797 -1.665
H -0.59781 -2.00838 1.70596 -0.793 0.624 0.162
H -1.84458 -1.23560 2.86019 0.856 -0.107 -0.591
H -0.39908 -0.31781 2.21654 -0.049 -0.453 0.528
H 3.09208 -1.78211 -1.06893 0.003 0.106 -0.503
H 3.65869 -0.09944 -0.58824 -0.411 -0.863 -0.468
H 2.63274 -1.08867 0.47573 0.283 0.367 -1.473
H 2.21239 -0.14487 -3.17024 -0.213 0.366 -0.481
H 0.55544 0.65146 -2.86058 0.697 -0.795 -0.504
H 0.81884 -1.18672 -2.90225 -0.245 0.238 -0.140
H 0.73271 -0.48482 -0.53924 -0.707 -0.289 -0.038
H 1.29175 1.37056 1.65706 1.702 0.335 2.267
```
Positions in Å, forces in eV/Å.

Values from the calculation:
HOMO-LUMO gap (alpha / beta) (eV): 7.76 / 7.24
Relative energy (zero: lowest compared OMol25 entry of this formula, charge and spin) (kJ/mol): 603.58

=====

# 3
# C8H17NO4P

2 unconnected molecules or ions with the total composition C8H17NO4P (ωB97M-V/def2-TZVPD, the OMol25 dataset).

Geometry as XYZ:
```
31
Properties=species:S:1:pos:R:3:forces:R:3
C 2.41327 0.58073 1.98032 0.902 -0.381 1.681
P 1.71670 2.14688 1.13860 0.891 0.739 -0.238
O 2.58717 3.49213 1.90027 -1.196 -1.022 -2.596
C -0.12239 2.45903 1.54738 -2.139 2.140 1.624
C -1.26771 1.70096 0.65075 0.815 -0.271 0.462
C -2.38983 1.12789 1.74731 1.373 0.982 -0.875
O -1.52344 1.06555 2.97040 -0.421 2.021 0.077
C -0.67722 2.26430 3.07805 -0.186 2.064 3.561
O -0.51575 2.97278 4.19832 -0.931 -5.131 -7.608
H 3.59420 0.56136 1.81103 -2.629 0.253 0.177
H 1.99395 -0.42963 1.53927 0.558 2.226 0.843
H 2.26614 0.61224 3.15499 0.199 -0.290 -2.386
H 2.76909 4.10170 1.10018 -0.331 -1.373 1.964
H -0.24618 3.62068 1.31771 0.571 -2.337 0.617
H -1.72686 2.48488 -0.10800 1.068 -2.089 1.336
H -0.66358 0.79457 0.19734 -1.710 1.699 0.285
H -2.84865 0.06756 1.46093 1.359 2.323 0.943
H -3.26135 1.91265 1.85141 1.787 -1.603 0.099
C -1.36089 -3.64171 -2.44922 0.676 0.022 0.241
C -1.06610 -2.18750 -2.24891 -4.159 0.440 2.011
O -1.79116 -1.38293 -1.70016 0.644 -1.373 -0.386
N 0.08375 -1.56863 -2.78867 1.497 0.637 -1.388
C 1.35966 -2.03542 -2.21605 1.065 -0.197 0.238
H -1.94094 -4.01189 -1.59926 -0.017 0.225 -0.237
H -1.93180 -3.77191 -3.37346 0.023 0.032 0.074
H -0.43787 -4.22042 -2.50940 -0.102 -0.093 -0.143
H 0.07942 -1.72874 -3.79836 0.228 0.264 -0.236
H -0.08164 -0.57407 -2.58992 0.211 0.067 -0.200
H 2.14521 -1.36831 -2.57781 -0.060 -0.181 0.141
H 1.54905 -3.05509 -2.55975 0.003 0.216 0.154
H 1.29572 -1.98966 -1.12530 0.011 -0.009 -0.234
```
Positions in Å, forces in eV/Å.

Values from the calculation:
HOMO-LUMO gap (eV): 6.70
Total charge: +1

=====

# 4
# C8H17NOSi

2 unconnected molecules or ions with the total composition C8H17NOSi (ωB97M-V/def2-TZVPD, the OMol25 dataset).

Geometry as XYZ:
```
28
Properties=species:S:1:pos:R:3:forces:R:3
C -1.47524 1.40756 -1.07748 0.724 -3.436 0.260
C -0.70754 0.33528 -0.71238 -0.166 3.747 0.162
C 1.62199 1.20888 0.10329 -2.666 -1.691 -1.727
C 2.24942 2.65387 1.97047 1.742 4.916 -1.707
C 0.27923 1.51737 2.04296 -3.732 1.029 -2.367
C 0.18400 -1.74669 -2.48946 1.600 -1.399 2.240
C -2.54173 -2.06893 -1.07614 0.943 0.865 -2.227
C 0.14092 -2.30515 0.50910 0.155 -0.479 0.289
N 1.43398 1.81746 1.23136 -1.864 -1.368 1.105
O 2.37537 1.03967 -0.77718 1.420 0.533 -0.130
Si -0.75267 -1.45517 -0.90069 -0.791 -0.751 -0.460
H -2.44572 1.23758 -1.59936 0.628 0.258 0.397
H -1.16005 2.40057 -0.89894 0.138 1.047 0.089
H 2.77459 2.24837 2.74312 1.414 -1.835 2.098
H 3.00328 3.16859 1.31152 -0.648 -0.511 0.523
H 1.66389 3.48022 2.45599 0.208 -0.641 -0.690
H -0.31760 2.46393 2.10621 0.417 -0.426 0.048
H -0.47792 0.83886 1.54413 1.500 0.349 0.638
H 0.49212 1.29264 3.03360 0.830 -0.948 1.671
H 1.22360 -1.92628 -2.11439 -0.362 0.608 -0.484
H 0.00847 -2.65320 -2.99886 -0.743 -1.338 -0.462
H 0.17371 -1.00960 -3.21543 0.025 1.818 -1.124
H -2.74213 -2.89846 -0.46635 -0.274 -1.520 0.478
H -3.27067 -1.33829 -0.83190 -0.609 0.964 0.426
H -2.69415 -2.24004 -2.18768 0.070 -0.344 1.322
H -0.43642 -2.34701 1.47732 0.745 0.512 -0.864
H 0.27792 -3.39586 0.25170 0.308 1.125 0.107
H 1.11937 -1.72619 0.56546 -1.011 -1.081 0.389
```
Positions in Å, forces in eV/Å.

Values from the calculation:
HOMO-LUMO gap (alpha / beta) (eV): 8.24 / 7.84
Relative energy (zero: lowest compared OMol25 entry of this formula, charge and spin) (kJ/mol): 539.15

=====

# 5
# C8H18BO4S

2 unconnected molecules or ions with the total composition C8H18BO4S (ωB97M-V/def2-TZVPD, the OMol25 dataset).

Geometry as XYZ:
```
32
Properties=species:S:1:pos:R:3:forces:R:3
C 2.28199 0.56234 2.09649 -0.097 -0.027 0.114
B 1.25440 1.38039 1.23760 0.189 0.157 -0.318
O 1.52115 2.53690 0.59134 0.015 -0.285 0.064
S -0.49209 0.71508 1.04089 -0.570 -0.131 0.275
C -1.58349 2.15457 1.20960 -0.137 0.442 -0.259
C -0.66180 0.11478 -0.66485 0.195 -0.378 -0.774
C -0.65022 -1.41439 -0.65193 0.167 0.234 0.188
C 0.75809 -2.02430 -0.50227 0.032 -0.260 -0.054
C 1.32876 -2.41047 -1.86984 0.156 0.178 0.172
C 0.78520 -3.22033 0.46944 0.126 0.158 -0.033
H 2.93090 -0.04482 1.45582 -0.009 0.049 -0.025
H 2.92917 1.21245 2.69211 0.019 0.011 -0.065
H 1.77913 -0.12524 2.77774 0.026 -0.003 -0.017
H 2.44668 2.79585 0.65986 -0.047 0.148 0.017
H -1.33971 2.58417 2.18164 -0.071 -0.081 0.037
H -1.42210 2.88416 0.41721 -0.064 -0.151 -0.131
H -2.62617 1.82406 1.15474 -0.016 0.098 -0.273
H 0.18626 0.47909 -1.24923 -0.069 0.203 0.058
H -1.57673 0.52688 -1.14382 -0.325 0.645 0.479
H -1.29489 -1.77056 0.15429 -0.095 0.019 -0.087
H -1.09463 -1.73834 -1.59617 -0.040 -0.053 0.055
H 1.42830 -1.25825 -0.09353 -0.062 0.021 0.031
H 2.31245 -2.87221 -1.75375 -0.033 -0.046 -0.042
H 0.66803 -3.11309 -2.38117 0.029 0.004 -0.023
H 1.46523 -1.52662 -2.49714 -0.161 -0.050 -0.087
H 1.12191 -2.90476 1.45968 -0.144 -0.022 0.038
H -0.20225 -3.66935 0.58172 0.044 -0.087 -0.066
H 1.48490 -3.98597 0.12865 -0.054 -0.043 0.021
C -3.44090 3.07960 -1.48722 0.049 0.591 0.313
O -2.99514 1.91772 -1.87415 0.568 -0.682 0.202
O -4.04315 3.19343 -0.33956 0.314 -0.490 0.361
O -3.25927 4.11721 -2.20417 0.061 -0.168 -0.172
```
Positions in Å, forces in eV/Å.

Values from the calculation:
HOMO-LUMO gap (eV): 2.73
Total charge: -1

=====

# 6
# C8H18Cl

A molecular structure, C8H18Cl (ωB97M-V/def2-TZVPD, the OMol25 dataset).

Geometry as XYZ:
```
27
Properties=species:S:1:pos:R:3:forces:R:3
Cl 1.22485 1.59749 3.32043 -0.784 1.818 1.934
H 2.38916 1.51400 2.43815 0.566 0.535 -0.009
C 3.03385 0.93358 1.47455 0.188 -2.382 -0.163
H 3.21164 1.59338 0.67436 -0.029 1.157 -0.730
H 3.92982 0.48549 1.85236 0.687 0.414 0.684
C 1.99579 -0.12607 1.29448 -1.192 1.061 -0.661
C 1.11778 0.02295 0.05478 -0.462 -1.612 0.415
C -0.32233 -0.47231 0.36325 0.894 0.471 -0.142
C -1.28811 -0.30896 -0.80993 -0.158 -0.321 -0.023
C -1.46707 1.15763 -1.19522 -0.674 0.499 0.057
C -2.61711 -0.87236 -0.31232 -0.798 0.232 -0.825
C -0.82504 -1.10668 -2.03850 -0.392 -0.162 -0.655
H 2.31160 -1.12682 1.44924 0.740 -0.925 -0.062
H 1.33158 0.09665 2.13060 -0.099 -1.281 -0.520
H 1.08096 1.03601 -0.29532 0.111 0.600 -0.147
H 1.53864 -0.62141 -0.72189 -0.042 0.317 -0.268
H -0.28972 -1.53717 0.64277 0.051 0.220 0.005
H -0.69582 0.08695 1.24563 0.058 -0.237 -0.414
H -0.55481 1.59838 -1.62440 -0.292 -0.131 0.131
H -2.28834 1.25785 -1.94983 0.653 -0.046 0.538
H -1.76413 1.74890 -0.29638 0.227 -0.280 -0.623
H -2.50929 -1.92488 -0.03153 -0.073 0.134 0.045
H -2.96198 -0.28806 0.54963 -0.033 -0.226 -0.088
H -3.39828 -0.80347 -1.11488 0.545 -0.085 0.669
H -0.68157 -2.17696 -1.78860 0.021 0.495 -0.109
H -1.61542 -1.05990 -2.84217 0.762 -0.020 0.733
H 0.11335 -0.70422 -2.46926 -0.478 -0.248 0.229
```
Positions in Å, forces in eV/Å.

Values from the calculation:
HOMO-LUMO gap (alpha / beta) (eV): 10.57 / 7.64
Relative energy (zero: lowest compared OMol25 entry of this formula, charge and spin) (kJ/mol): 118.19
<S²>: 0.756
Spin multiplicity: 2

=====

# 7
# C8H18Cl2OP

A gas-phase ion, C8H18Cl2OP (charge +1) (ωB97M-V/def2-TZVPD, the OMol25 dataset).

Geometry as XYZ:
```
30
Properties=species:S:1:pos:R:3:forces:R:3
C -1.33790 -0.32677 1.60073 -2.080 1.994 0.438
C -1.76257 2.19009 1.24434 -0.277 0.767 0.064
C -2.48457 0.40741 -0.43555 1.015 -1.638 -2.381
C 0.81095 -1.53304 -1.24155 -3.253 1.299 -0.212
C 2.61944 0.16426 -1.47842 -1.126 0.812 -2.202
C 2.09690 -0.90090 0.78638 1.583 -1.519 1.374
C -1.46869 0.80182 0.58722 1.116 2.498 0.646
C 1.70327 -0.49616 -0.52962 -2.374 0.677 -3.160
O 0.44524 1.72309 -1.63074 -1.031 2.313 -2.799
P 0.38637 1.08920 -0.22101 -0.355 -1.014 1.569
Cl -0.10925 3.31475 -2.38770 0.542 -2.230 1.612
Cl 1.42715 2.36828 0.95103 -0.171 -0.389 -0.070
H -0.99275 -1.09154 0.98807 0.997 -2.087 0.090
H -2.39834 -0.53975 1.84400 0.470 -0.190 -0.006
H -0.89575 -0.04650 2.55294 0.730 -0.346 -0.251
H -2.02430 3.02403 0.46127 0.389 -1.682 1.389
H -0.80624 2.55660 1.80061 -2.351 -0.616 -0.453
H -2.70495 1.99959 1.91986 1.951 0.696 -1.029
H -2.31863 0.79687 -1.45769 -0.015 0.113 0.521
H -2.45812 -0.69180 -0.54329 0.279 0.246 -0.222
H -3.51828 0.53442 -0.23040 -0.811 0.934 0.910
H 0.13909 -1.93332 -0.43804 0.562 -0.285 -0.965
H 1.30322 -2.31730 -1.78222 0.741 -0.429 0.181
H 0.05606 -1.10002 -2.07016 1.793 -0.506 1.825
H 3.05105 1.03564 -1.07079 0.462 1.269 0.489
H 1.99767 0.44754 -2.39802 1.239 -0.324 1.200
H 3.44621 -0.37263 -1.85751 0.797 -1.365 -0.086
H 2.38890 -1.96941 0.89372 0.027 0.554 -0.588
H 2.89621 -0.30866 1.19273 0.165 0.366 0.392
H 1.21403 -0.84938 1.34360 -1.010 0.084 1.726
```
Positions in Å, forces in eV/Å.

Values from the calculation:
HOMO-LUMO gap (eV): 7.80
Relative energy (zero: lowest compared OMol25 entry of this formula, charge and spin) (kJ/mol): 210.03
Total charge: +1

=====

Summary of max |F| in eV/Å
2.7; 5.2; 9.2; 5.5; 0.9; 2.8; 4.0
(order as listed above)